Record 1
# C3H6F2IN

A structure of composition C3H6F2IN (the ωB97M-V functional and the def2-TZVPD basis, the Open Molecules 2025 dataset).

Element x y z (Å)
1 C -0.30 -1.08 0.68
2 C -0.98 1.44 0.26
3 C 0.90 0.31 -0.74
4 N -0.09 0.27 0.13
5 F 0.97 1.40 -1.44
6 F 1.46 -2.79 -1.69
7 I 2.58 -0.78 -0.60
8 H 0.47 -1.43 1.40
9 H -1.20 -1.03 1.30
10 H -0.35 -1.57 -0.25
11 H -1.44 1.41 1.26
12 H -0.35 2.26 0.19
13 H -1.67 1.60 -0.48

- frontier orbital gap (spin up / spin down) (eV) = 6.85 / 7.54
- E_tot (Ha) = -669.8842
- multiplicity = 3
- max |F| (eV/Å) = 3.71
- M (g/mol) = 220.99
- <S²> = 2.0100

***

Record 2
# C27H35BrI2NO4P

A structure of composition C27H35BrI2NO4P (the ωB97M-V functional and the def2-TZVPD basis, the Open Molecules 2025 dataset).

Element x y z (Å)
1 C 2.12 -3.12 0.85
2 C 2.71 -2.08 -0.11
3 C 1.89 -0.79 -0.19
4 I 3.02 0.67 -1.38
5 N 1.46 -0.30 1.07
6 I 3.00 0.07 2.39
7 C 0.65 0.93 1.00
8 C -0.54 0.88 0.08
9 O -1.54 0.04 0.63
10 C -2.77 0.11 -0.08
11 C -3.86 -0.17 0.95
12 C -5.16 -0.81 0.45
13 C -5.08 -2.31 0.35
14 O -4.41 -3.01 1.07
15 O -5.89 -2.82 -0.63
16 P -2.86 -1.08 -1.55
17 O -2.12 -0.23 -2.75
18 Br -1.28 -2.55 -0.98
19 H 1.38 -3.73 0.35
20 H 1.72 -2.70 1.76
21 H 2.92 -3.80 1.13
22 H 3.75 -1.86 0.13
23 H 2.74 -2.52 -1.10
24 H 1.02 -1.00 -0.81
25 H 0.27 1.11 2.00
26 H 1.26 1.80 0.72
27 H -0.29 0.55 -0.93
28 H -0.92 1.90 0.01
29 H -2.89 1.11 -0.51
30 H -4.14 0.80 1.37
31 H -3.46 -0.75 1.77
32 H -5.93 -0.60 1.20
33 H -5.53 -0.37 -0.47
34 H -5.42 -3.54 -1.05
35 H -1.16 -0.26 -2.68
36 C 4.86 -8.44 2.11
37 C 3.78 -7.96 1.38
38 C 3.03 -6.90 1.86
39 C 3.36 -6.32 3.08
40 C 4.44 -6.79 3.81
41 C 5.19 -7.85 3.33
42 H 5.45 -9.27 1.73
43 H 3.53 -8.42 0.43
44 H 2.18 -6.53 1.30
45 H 2.77 -5.49 3.46
46 H 4.69 -6.33 4.76
47 H 6.03 -8.23 3.90
48 C 0.08 4.90 0.68
49 C -0.93 4.48 1.53
50 C -2.06 5.27 1.70
51 C -2.18 6.47 1.01
52 C -1.16 6.88 0.16
53 C -0.03 6.09 -0.01
54 H 0.97 4.28 0.55
55 H -0.84 3.55 2.07
56 H -2.85 4.95 2.37
57 H -3.06 7.08 1.14
58 H -1.26 7.81 -0.39
59 H 0.76 6.41 -0.67
60 C 0.56 5.43 -4.11
61 C 1.25 4.38 -3.51
62 C 0.59 3.20 -3.19
63 C -0.76 3.07 -3.47
64 C -1.46 4.12 -4.07
65 C -0.79 5.29 -4.39
66 H 1.08 6.34 -4.36
67 H 2.31 4.48 -3.30
68 H 1.13 2.39 -2.71
69 H -1.28 2.16 -3.22
70 H -2.51 4.01 -4.29
71 H -1.33 6.11 -4.85

- frontier orbital gap (eV) = 8.74
- E_tot (Ha) = -4916.3163
- max |F| (eV/Å) = 1.23
- M (g/mol) = 802.27